No. 1
39
Properties=species:S:1:pos:R:3:forces:R:3 method="wB97M-V/def2-TZVPD" spin_multiplicity=1 lumo_energy_ev=-0.362 e_tot_ev=-83499.1352 mol_weight_g_mol=340.72 de_lowest_kj_mol=155.2
O -0.2795 3.0170 0.8479 -2.2 1.2 0.8
H -0.2039 3.8086 1.3860 -0.5 0.2 -0.1
Zn 0.1013 0.5676 0.0487 0.3 0.9 0.2
N -0.9183 -0.0980 -1.5623 0.4 -1.7 -2.1
N 1.1757 -1.2442 -0.5959 0.4 -1.5 -1.8
O -2.0724 0.4650 -1.9440 0.5 -0.3 0.1
O 2.4609 -1.7210 -0.2665 -0.5 0.3 0.3
C -0.3944 -1.0628 -2.3253 -1.9 1.7 1.1
C 0.8212 -1.6426 -1.8177 1.6 0.5 3.1
C -0.9970 -1.5652 -3.5931 -0.3 0.1 -0.3
C 1.6664 -2.6129 -2.5513 0.1 -0.3 -0.7
H -1.8136 -0.9185 -3.9131 0.1 0.0 0.1
H -1.4160 -2.5740 -3.4665 0.2 0.2 0.0
H -0.2423 -1.6068 -4.3898 -0.2 0.0 0.2
H 2.2953 -3.1949 -1.8728 -0.3 0.2 -0.1
H 2.3362 -2.0908 -3.2484 -0.1 -0.1 0.1
H 1.0399 -3.2917 -3.1386 0.1 0.1 0.0
H -2.0545 1.4341 -1.4141 -0.2 0.2 -0.1
H 2.6523 -1.4274 0.6455 -0.5 0.0 -0.5
O -0.6098 -2.3140 1.4214 -0.1 0.0 -0.5
H -1.4429 -1.8001 1.4170 0.5 -0.3 0.1
H -0.2547 -2.2049 0.5153 -0.3 -0.2 0.6
C 1.5816 1.8373 -0.2165 0.6 0.2 -0.3
H 1.0656 2.7649 0.1811 1.4 -1.2 -0.8
H 1.7820 1.9450 -1.2891 0.4 -0.1 0.0
H 2.5057 1.6177 0.3311 0.2 0.0 -0.2
O -1.9445 2.6797 -0.8977 -0.3 -0.5 -0.1
H -1.1839 2.9461 -0.0533 0.6 0.4 0.6
H -1.8705 3.2627 -1.6563 0.2 0.2 0.1
N 1.3085 -0.0639 2.6246 -0.7 0.3 0.4
N 0.3285 0.4103 3.5371 -0.4 -0.2 -0.5
C -0.9799 0.6165 3.2298 0.3 0.4 0.2
N -1.7359 0.9890 4.2933 0.1 -0.3 -0.1
S -1.7230 0.5257 1.6840 0.4 -0.1 0.9
H 0.7968 -0.6932 1.9911 0.4 0.1 0.2
H 1.6948 0.7570 2.1484 -0.3 -0.4 -0.2
H 0.6009 0.3456 4.5161 -0.1 0.0 -0.5
H -2.7170 1.1932 4.1555 0.4 -0.1 0.0
H -1.3599 0.9438 5.2382 -0.3 0.1 -0.5

---

No. 2
33
Properties=species:S:1:pos:R:3:forces:R:3 method="wB97M-V/def2-TZVPD" spin_multiplicity=1 lumo_energy_ev=-0.206 e_tot_ev=-18275.7484 mol_weight_g_mol=187.24 de_lowest_kj_mol=1572.5
C 0.6302 -3.0071 2.0312 0.3 0.6 0.4
O 0.0691 -1.8788 1.3701 -0.2 -0.1 -0.7
C 0.6458 -0.5956 1.6305 -1.4 0.3 0.1
C -0.3494 0.5798 1.2090 2.1 -5.6 3.1
N -0.6412 0.4243 -0.2492 6.3 -17.6 -2.4
C 0.4608 0.6607 -1.1409 0.6 -1.4 -1.6
C 0.0315 0.0937 -2.5673 0.8 -0.1 0.8
O -0.3100 -1.3208 -2.5217 0.3 1.2 0.1
C 0.7975 -2.1388 -2.1205 -0.9 0.0 -0.1
H 0.3496 -2.9721 3.0838 0.2 0.0 0.2
H 1.7149 -3.0308 1.9265 0.2 0.2 0.1
H 0.2869 -3.9721 1.6583 -0.5 0.4 -0.5
H 1.5359 -0.4011 1.0322 0.5 -0.5 0.1
H 0.8977 -0.5304 2.6890 0.1 0.2 0.2
H 0.1541 1.5109 1.4687 -0.4 -2.6 0.3
H -1.2783 0.5333 1.7774 0.0 -0.3 -0.4
H -0.9815 -0.5004 -0.4711 -0.5 -0.3 0.2
H 1.3905 0.1768 -0.8416 0.1 -0.3 0.0
H 0.7357 1.7143 -1.0914 -0.6 -0.3 -1.2
H 0.8639 0.2335 -3.2569 0.2 0.0 0.0
H -0.7995 0.6625 -2.9843 -0.3 -0.4 0.3
H 0.4462 -3.1701 -2.0862 -0.3 0.1 0.1
H 1.0862 -1.8347 -1.1144 0.5 -0.3 -0.1
H 1.5860 -2.1466 -2.8731 0.3 0.5 0.1
O 0.4386 2.8245 0.6834 16.1 6.5 2.8
H 1.0235 2.9461 -0.0645 0.2 0.5 -0.4
H 1.0056 2.9176 1.4490 0.6 0.7 0.7
O -3.3278 2.1277 0.5114 -6.7 -0.3 0.9
H -3.5346 1.7668 -0.3507 -0.1 0.0 -0.1
H -2.3715 2.1621 0.5342 0.9 0.2 -0.1
O -1.2336 2.1374 0.2120 -7.2 10.0 -1.3
H -0.7997 1.3242 -0.0462 -4.1 7.6 -1.2
H -0.5229 2.7032 0.5137 -7.5 0.9 -0.6

---

No. 3
34
Properties=species:S:1:pos:R:3:forces:R:3 method="wB97M-V/def2-TZVPD" spin_multiplicity=4 lumo_energy_ev="1.965 / 1.929" s_squared=3.76 e_tot_ev=-44534.8334 mol_weight_g_mol=240.17 charge=-1 de_lowest_kj_mol=22.6
V -0.6992 0.5612 -0.6597 3.0 -1.3 0.2
C 1.2454 0.5513 2.3310 0.4 -0.3 0.5
C 0.0439 1.4539 1.9753 1.0 -0.1 0.1
O 0.1423 2.0574 0.7369 -1.1 -1.2 -0.6
H 1.1721 0.1634 3.3607 -0.3 0.0 -0.1
H 2.2361 1.0205 2.3232 -0.2 0.5 -0.3
H 1.3103 -0.3160 1.6689 -0.2 0.1 -0.2
H -0.0460 2.2202 2.7697 -0.2 -0.1 0.2
H -0.8064 0.7454 2.0765 -0.3 0.3 0.0
C -1.3075 -3.3934 1.5232 -0.4 -1.0 -0.3
C -1.8094 -2.1557 0.7604 0.2 0.3 0.5
O -0.8152 -1.5846 0.0122 -0.6 1.0 -0.3
H -1.8615 -3.6761 2.4287 0.0 0.7 0.2
H -0.2497 -3.2433 1.7346 0.0 -0.1 0.1
H -1.4451 -4.3170 0.9405 0.5 0.2 -0.4
H -2.2202 -1.4888 1.5480 0.0 0.3 0.0
H -2.7009 -2.4431 0.1654 -0.2 -0.1 -0.1
C 3.6395 0.5394 -0.7279 0.5 0.4 -0.4
C 2.4014 0.7312 -1.6122 -0.7 -0.3 0.6
O 1.3977 -0.1820 -1.3953 -0.9 0.8 0.0
H 3.4091 0.5032 0.3339 -0.2 -0.2 0.0
H 4.2991 1.4079 -0.8837 0.1 0.0 0.1
H 4.2148 -0.3347 -1.0479 -0.2 -0.2 0.2
H 2.7783 0.7175 -2.6572 0.0 0.1 -0.2
H 2.0584 1.7678 -1.4046 0.0 0.2 -0.1
O -1.5038 -0.4528 -2.4786 -0.7 -0.4 -0.5
H -1.9324 -0.1594 -3.2889 0.2 0.1 0.1
H -1.6563 -1.4089 -2.4183 0.4 0.2 0.5
O -2.7643 0.9598 -0.2968 -0.9 0.5 0.2
H -3.1360 1.5363 0.3825 0.4 -0.1 0.0
H -3.5026 0.6974 -0.8556 0.2 -0.2 0.0
O -0.6994 2.3014 -2.1270 0.1 0.3 -0.4
H -1.3512 2.7382 -2.6818 0.0 0.0 0.2
H 0.1591 2.4823 -2.5361 0.1 -0.2 0.3

---

No. 4
34
Properties=species:S:1:pos:R:3:forces:R:3 method="wB97M-V/def2-TZVPD" spin_multiplicity=2 lumo_energy_ev="-2.690 / -8.116" s_squared=0.76 e_tot_ev=-17740.2047 mol_weight_g_mol=186.25 charge=+1 de_lowest_kj_mol=106.6
N 0.1401 1.4882 1.6779 -1.1 -2.1 0.8
C 0.5708 0.3664 0.9287 0.8 0.9 -1.3
C -0.3607 -0.8729 1.2270 -0.9 -0.4 0.6
C 0.3016 -2.1943 0.9593 0.2 0.5 -0.2
C 1.2997 -2.6539 1.6974 0.2 -0.5 0.2
C 0.5746 0.7747 -0.5904 0.0 -0.3 0.2
N 1.8947 0.6767 -1.1565 -0.3 0.2 0.2
C 2.3439 -0.6670 -1.4721 0.0 -0.2 -0.1
H -0.7842 1.8264 1.3791 -0.3 0.6 -0.3
H 0.1393 1.2860 2.6832 0.5 0.8 0.0
H 1.5924 0.1143 1.2124 0.0 -0.2 0.3
H -1.3000 -0.7573 0.6821 0.2 0.2 -0.2
H -0.6733 -0.8279 2.2719 0.2 0.0 0.1
H -0.0469 -2.7377 0.0883 0.0 -0.1 0.1
H 1.7495 -3.6247 1.5252 -0.1 0.0 -0.2
H 1.7282 -2.1204 2.5399 -0.2 0.2 0.0
H -0.1843 0.1936 -1.1277 0.0 -0.2 0.0
H 0.2624 1.8124 -0.6443 -0.1 0.2 -0.1
H 1.9476 1.3050 -1.9505 0.3 -0.1 0.0
H 3.3775 -0.6479 -1.8070 0.0 0.0 -0.2
H 1.7165 -1.1605 -2.2260 0.1 0.1 -0.1
H 2.3176 -1.2985 -0.5897 0.0 0.1 0.2
H -1.1618 -1.8223 -2.3971 0.0 -0.1 -0.2
H -2.3161 -2.8234 -2.3313 -0.1 -0.1 -0.1
O -2.1007 -1.9206 -2.5884 0.2 0.1 0.2
H -2.9899 -0.6736 -1.6863 -0.1 0.0 0.2
H -3.9775 0.4534 -1.9259 -0.1 0.1 0.1
O -3.5233 -0.0043 -1.2089 0.2 0.1 -0.2
H -3.3220 1.8788 1.2460 0.1 0.2 0.1
H -2.8882 1.1577 -0.0240 0.2 0.0 0.0
O -2.5499 1.7579 0.6835 0.0 -0.3 0.0
H 1.9955 2.5762 1.3033 0.1 0.2 0.0
H 2.8859 1.9960 0.1824 -0.1 0.1 0.1
O 2.8629 2.6543 0.8965 0.1 -0.1 0.0

---

No. 5
32
Properties=species:S:1:pos:R:3:forces:R:3 method="wB97M-V/def2-TZVPD" spin_multiplicity=1 lumo_energy_ev=0.378 e_tot_ev=-38087.2225 mol_weight_g_mol=206.59 smiles=CC[Si](C)(CC)[Si@@H](C)[SiH2][SiH3] de_lowest_kj_mol=0.0
C -1.6780 -2.0937 -1.3845 1.9 1.0 -2.1
C -2.3099 -0.9464 -0.7035 -1.2 2.4 0.1
Si -1.1554 0.5151 -0.1559 -0.4 0.9 -2.0
C -2.4397 2.0135 0.0190 1.4 -0.6 -0.7
C -0.0650 1.0163 -1.7527 -1.0 -1.3 0.4
C -0.8778 0.9626 -3.0721 0.5 0.1 -0.3
Si 0.3113 0.1920 1.6397 -0.2 -0.8 0.0
C 0.8502 -1.6711 1.7278 -0.3 0.6 -0.1
Si 2.4021 1.1254 2.0052 0.8 -0.3 -0.1
Si 4.1547 -0.4391 2.3644 -2.7 -0.9 0.2
H -1.3429 -2.8863 -0.7627 0.8 -0.4 0.9
H -2.3087 -2.5952 -2.0827 -0.8 -0.2 -0.7
H -0.8283 -1.6254 -2.0049 -0.8 -1.4 0.7
H -2.7670 -1.2328 0.2389 -0.8 -0.1 0.0
H -3.0969 -0.3974 -1.4178 1.5 -1.2 1.7
H -1.7747 2.8879 0.2009 -0.6 -0.2 -0.7
H -2.9478 1.9846 -1.0231 0.6 0.6 1.9
H -3.1022 2.0413 0.8945 -0.2 -0.5 -0.6
H 0.2474 2.0243 -1.5927 0.3 0.9 0.2
H 0.8807 0.4472 -1.9138 -0.7 0.1 0.5
H -1.6637 0.2234 -3.1881 -0.6 0.1 0.8
H -1.2311 1.9529 -3.3982 0.0 -0.4 0.1
H -0.2176 0.5627 -3.8200 0.6 0.4 -0.7
H -0.5418 0.8123 2.7183 0.4 -0.5 0.2
H 1.7388 -1.7794 1.0456 -1.1 -0.2 0.6
H 1.1063 -1.9840 2.7387 0.4 0.2 0.1
H 0.0060 -2.3048 1.4691 0.1 -0.2 -0.5
H 2.2242 2.0420 3.0864 -0.1 0.6 1.0
H 3.1658 1.9159 1.0595 -0.1 0.5 -0.9
H 5.4794 -0.0199 2.2909 1.7 0.8 -0.1
H 3.8486 -1.3787 1.2903 0.3 -0.2 -0.7
H 3.9331 -1.3654 3.4834 0.1 0.1 0.5

---

No. 6
38
Properties=species:S:1:pos:R:3:forces:R:3 method="wB97M-V/def2-TZVPD" spin_multiplicity=1 lumo_energy_ev=3.111 e_tot_ev=-25027.0237 mol_weight_g_mol=239.24 charge=-1 de_lowest_kj_mol=0.0
O 2.7510 0.2981 -0.4733 -0.1 0.0 0.2
C 1.9234 -0.6382 -0.5982 0.2 0.1 -0.8
O 1.4462 -0.9986 -1.7262 0.2 0.0 0.6
C 1.4817 -1.3939 0.6533 0.0 0.3 -0.1
C -0.0290 -1.3011 0.8859 0.4 0.0 -0.2
C -0.4692 0.1234 1.2027 -0.2 -0.5 0.1
C -0.5393 1.6833 3.1549 -0.1 0.2 -0.1
C -0.1182 0.5551 2.5998 -0.1 0.2 -0.4
H 1.7501 -2.4287 0.5130 0.1 -0.5 -0.1
H 2.0619 -1.0187 1.4978 -0.1 0.1 0.0
H -0.5197 -1.6781 -0.0151 -0.1 0.1 0.1
H -0.3040 -1.9625 1.7037 -0.1 -0.2 0.1
H -1.5375 0.2074 1.0403 -0.3 0.1 0.1
H -0.0339 0.7911 0.4782 0.3 0.3 -0.3
H -1.1588 2.3918 2.6095 0.0 -0.2 0.0
H -0.2963 1.9644 4.1635 0.2 0.0 0.3
H 0.5272 -0.1128 3.1493 0.1 -0.1 0.3
H 2.2360 1.8145 0.2466 -0.1 0.1 0.4
H 1.3975 2.4368 1.4294 0.4 0.0 -0.5
O 1.8342 2.6556 0.5837 -0.2 -0.2 0.5
H -0.1493 -3.6332 -1.8546 1.2 0.0 0.0
H 1.1034 -2.7093 -1.8754 -0.1 0.0 0.0
O 0.8367 -3.6553 -1.8503 -1.2 -0.2 0.0
H -2.4476 -0.5058 -1.2575 -0.2 0.1 0.0
H -3.9919 -0.2667 -1.3948 0.5 -0.2 0.2
O -3.3332 -0.7596 -0.8802 -0.3 0.1 -0.3
H -3.8647 -1.0371 0.8233 0.1 0.0 0.5
H -3.3655 -0.8215 2.2800 -0.3 -0.1 -0.3
O -4.1220 -1.1473 1.7703 0.3 0.1 -0.1
H -0.7240 0.9561 -1.8981 0.0 0.4 0.2
H -0.2515 -0.4868 -2.0165 -0.1 0.1 0.0
O -1.0662 0.0544 -2.0369 -0.1 -0.5 -0.2
H 0.5850 2.5481 -0.7442 0.2 0.2 0.2
H 0.9426 2.1824 -2.1948 -0.2 0.2 0.2
O 0.1843 2.4273 -1.6154 -0.2 0.0 -0.6
H 2.0255 0.6082 -3.1541 -0.1 -0.3 0.1
H 2.8642 1.3596 -2.1866 0.0 -0.2 0.1
O 2.3713 1.4977 -3.0127 0.2 0.2 -0.2